A molecular structure, C58H48As3Cl2NO5Sn. Source: the Open Molecules 2025 dataset; level of theory: ωB97M-V/def2-TZVPD.

Results
- HOMO energy: -7.35 eV
- Orbital gap: 5.646 eV

Positions of all 118 atoms, in Å:
Sn1 0.084 0.655 -0.548
O1 -0.674 1.275 3.592
C1 -0.136 1.608 2.556
O2 0.311 0.757 1.704
C2 0.112 3.100 2.278
C3 1.396 3.352 1.480
C4 1.773 4.842 1.549
C5 0.729 5.453 0.594
C6 -0.037 4.191 0.170
O3 0.983 3.201 0.134
C7 -0.933 3.738 1.330
C8 -2.023 2.761 0.894
O4 -3.125 2.839 1.397
O5 -1.747 1.913 -0.024
H1 0.114 3.596 3.251
H2 2.210 2.662 1.705
H3 1.710 5.235 2.562
H4 2.785 4.987 1.172
H5 0.082 6.181 1.076
H6 1.200 5.920 -0.271
H7 -0.553 4.259 -0.785
H8 -1.448 4.573 1.807
C9 3.023 -2.252 -0.004
C10 3.522 -1.156 -0.942
As1 3.113 0.635 -0.202
C11 3.911 1.787 -1.554
C12 3.757 1.517 -2.908
C13 4.115 2.454 -3.861
C14 4.617 3.684 -3.469
C15 4.765 3.972 -2.121
C16 4.415 3.029 -1.172
C17 4.551 0.712 1.158
C18 5.891 0.649 0.788
C19 6.890 0.687 1.745
C20 6.562 0.785 3.088
C21 5.233 0.858 3.467
C22 4.234 0.823 2.507
As2 1.048 -2.019 0.257
C23 0.448 -3.758 -0.437
C24 0.993 -4.935 0.069
C25 0.580 -6.162 -0.416
C26 -0.385 -6.225 -1.409
C27 -0.943 -5.060 -1.906
C28 -0.528 -3.830 -1.421
C29 0.812 -2.391 2.149
C30 -0.361 -2.998 2.590
C31 -0.601 -3.155 3.945
C32 0.315 -2.689 4.875
C33 1.467 -2.055 4.444
C34 1.710 -1.908 3.091
H9 3.555 -2.208 0.954
H10 3.202 -3.239 -0.452
H11 2.982 -1.240 -1.889
H12 4.596 -1.263 -1.145
H13 3.323 0.574 -3.216
H14 3.977 2.226 -4.908
H15 4.880 4.423 -4.210
H16 5.136 4.940 -1.815
H17 4.523 3.249 -0.112
H18 6.154 0.584 -0.263
H19 7.926 0.645 1.443
H20 7.339 0.803 3.838
H21 4.973 0.951 4.512
H22 3.193 0.885 2.804
H23 1.741 -4.885 0.855
H24 1.009 -7.069 -0.014
H25 -0.702 -7.185 -1.791
H26 -1.705 -5.112 -2.669
H27 -0.945 -2.906 -1.809
H28 -1.095 -3.347 1.864
H29 -1.514 -3.627 4.281
H30 0.130 -2.806 5.932
H31 2.172 -1.663 5.163
H32 2.601 -1.388 2.756
C35 -5.234 -4.825 -0.222
C36 -4.735 -4.213 -1.362
C37 -3.908 -3.109 -1.251
C38 -3.572 -2.599 -0.004
C39 -4.071 -3.219 1.134
C40 -4.902 -4.323 1.025
As3 -2.519 -0.904 0.099
C41 -3.805 0.056 -0.984
C42 -3.811 0.195 -2.358
C43 -4.813 0.937 -2.968
C44 -5.788 1.549 -2.197
C45 -5.769 1.434 -0.818
C46 -4.781 0.682 -0.195
C47 -4.588 0.543 1.246
C48 -5.362 1.144 2.230
C49 -4.997 1.039 3.559
C50 -3.869 0.320 3.923
C51 -3.095 -0.303 2.956
C52 -3.454 -0.193 1.626
H33 -5.879 -5.688 -0.303
H34 -5.004 -4.585 -2.339
H35 -3.535 -2.620 -2.145
H36 -3.828 -2.818 2.111
H37 -5.306 -4.784 1.916
H38 -3.024 -0.255 -2.958
H39 -4.827 1.047 -4.043
H40 -6.562 2.137 -2.672
H41 -6.521 1.939 -0.231
H42 -6.220 1.738 1.958
H43 -5.576 1.554 4.314
H44 -3.571 0.269 4.959
H45 -2.189 -0.826 3.239
Cl1 0.809 2.723 -2.705
C53 0.509 1.662 -4.000
C54 0.382 2.140 -5.281
C55 0.048 1.283 -6.321
C56 -0.219 -0.049 -6.045
C57 -0.150 -0.518 -4.755
Cl2 -0.442 -2.177 -4.441
C58 0.271 0.294 -3.654
N1 0.452 -0.229 -2.482
H46 0.554 3.186 -5.481
H47 -0.004 1.650 -7.333
H48 -0.516 -0.721 -6.835

Here are the Löwdin charges for atoms 1 to 99, given in e: atom 1 (Sn): 1.0796, atom 2 (O): 0.0934, atom 3 (C): -0.5965, atom 4 (O): -0.2136, atom 5 (C): -0.0862, atom 6 (C): -0.2836, atom 7 (C): -0.0808, atom 8 (C): -0.0812, atom 9 (C): -0.2839, atom 10 (O): -0.2150, atom 11 (C): -0.0904, atom 12 (C): -0.5803, atom 13 (O): 0.1119, atom 14 (O): -0.1777, atom 15 (H): 0.1595, atom 16 (H): 0.1195, atom 17 (H): 0.1187, atom 18 (H): 0.1073, atom 19 (H): 0.1177, atom 20 (H): 0.1158, atom 21 (H): 0.1390, atom 22 (H): 0.1589, atom 23 (C): -0.3832, atom 24 (C): -0.4345, atom 25 (As): 1.2895, atom 26 (C): -0.4006, atom 27 (C): -0.1453, atom 28 (C): -0.0914, atom 29 (C): -0.0832, atom 30 (C): -0.0795, atom 31 (C): -0.1172, atom 32 (C): -0.3622, atom 33 (C): -0.1085, atom 34 (C): -0.0770, atom 35 (C): -0.0819, atom 36 (C): -0.0770, atom 37 (C): -0.1269, atom 38 (As): 1.2729, atom 39 (C): -0.3675, atom 40 (C): -0.1154, atom 41 (C): -0.0807, atom 42 (C): -0.0785, atom 43 (C): -0.0791, atom 44 (C): -0.1474, atom 45 (C): -0.3792, atom 46 (C): -0.1166, atom 47 (C): -0.0817, atom 48 (C): -0.0753, atom 49 (C): -0.0710, atom 50 (C): -0.1107, atom 51 (H): 0.0625, atom 52 (H): 0.0738, atom 53 (H): 0.0484, atom 54 (H): 0.0785, atom 55 (H): 0.0952, atom 56 (H): 0.1088, atom 57 (H): 0.1027, atom 58 (H): 0.1038, atom 59 (H): 0.1014, atom 60 (H): 0.1060, atom 61 (H): 0.1053, atom 62 (H): 0.1044, atom 63 (H): 0.1061, atom 64 (H): 0.0891, atom 65 (H): 0.1085, atom 66 (H): 0.1038, atom 67 (H): 0.1038, atom 68 (H): 0.1040, atom 69 (H): 0.0368, atom 70 (H): 0.0925, atom 71 (H): 0.1069, atom 72 (H): 0.1040, atom 73 (H): 0.1046, atom 74 (H): 0.0728, atom 75 (C): -0.0899, atom 76 (C): -0.0854, atom 77 (C): -0.1260, atom 78 (C): -0.3383, atom 79 (C): -0.1014, atom 80 (C): -0.0817, atom 81 (As): 1.3480, atom 82 (C): -0.3220, atom 83 (C): -0.0967, atom 84 (C): -0.0833, atom 85 (C): -0.0793, atom 86 (C): -0.0111, atom 87 (C): -0.1842, atom 88 (C): -0.2083, atom 89 (C): -0.0283, atom 90 (C): -0.0691, atom 91 (C): -0.0695, atom 92 (C): -0.1037, atom 93 (C): -0.3245, atom 94 (H): 0.1004, atom 95 (H): 0.1030, atom 96 (H): 0.0944, atom 97 (H): 0.0930, atom 98 (H): 0.1028, atom 99 (H): 0.0971

***

2 unconnected molecules or ions with the total composition C18H28I3N2O5P. Source: the Open Molecules 2025 dataset; level of theory: ωB97M-V/def2-TZVPD.

Results
- HOMO energy: -8.85 eV
- SMILES string: CC(=O)N(C)CCCCO[P@@](=O)(OC[C@H](C)I)O/C(I)=C(/C)I.c1ccncc1
- Orbital gap: 8.880 eV

Positions of all 57 atoms, in Å:
C1 4.274 -1.191 0.899
C2 5.432 -0.271 0.539
O1 6.401 -0.742 -0.050
N1 5.353 1.106 0.851
C3 4.539 1.403 2.027
C4 5.033 1.951 -0.305
C5 4.156 1.314 -1.392
C6 3.336 2.432 -2.073
C7 2.074 2.714 -1.262
O2 0.896 2.279 -2.005
P1 -0.348 1.934 -1.089
O3 -1.579 2.023 -1.861
O4 -0.049 0.518 -0.444
C8 -0.568 -0.572 -1.254
C9 -0.256 -1.939 -0.611
C10 -1.482 -2.839 -0.669
I1 0.274 -1.764 1.487
O5 -0.273 2.913 0.188
C11 -1.399 3.685 0.402
I2 -1.329 5.553 -0.566
C12 -2.414 3.333 1.178
C13 -3.621 4.168 1.445
I3 -2.385 1.454 2.124
H1 4.066 -1.811 0.039
H2 3.358 -0.662 1.149
H3 4.527 -1.800 1.759
H4 4.653 0.605 2.748
H5 3.479 1.550 1.807
H6 4.931 2.307 2.480
H7 4.492 2.809 0.088
H8 5.929 2.354 -0.769
H9 3.439 0.604 -0.996
H10 4.792 0.853 -2.139
H11 3.911 3.352 -2.038
H12 3.066 2.168 -3.086
H13 2.104 2.148 -0.331
H14 1.986 3.753 -0.966
H15 -0.073 -0.488 -2.215
H16 -1.643 -0.488 -1.326
H17 0.589 -2.402 -1.101
H18 -1.353 -3.684 -0.007
H19 -1.642 -3.196 -1.683
H20 -2.347 -2.305 -0.311
H21 -3.439 4.850 2.270
H22 -4.453 3.526 1.709
H23 -3.916 4.748 0.579
N2 -4.304 -3.652 0.101
C14 -4.862 -4.504 -0.756
C15 -6.056 -5.166 -0.517
C16 -6.707 -4.932 0.682
C17 -6.142 -4.049 1.587
C18 -4.945 -3.438 1.248
H24 -4.317 -4.661 -1.682
H25 -6.463 -5.847 -1.252
H26 -7.641 -5.430 0.908
H27 -6.617 -3.838 2.535
H28 -4.469 -2.737 1.926

Löwdin charges in e: atom 1 (C): -0.0282, atom 2 (C): -0.4781, atom 3 (O): 0.0753, atom 4 (N): -0.1189, atom 5 (C): -0.0710, atom 6 (C): -0.1617, atom 7 (C): -0.1632, atom 8 (C): -0.1491, atom 9 (C): -0.2016, atom 10 (O): -0.1457, atom 11 (P): 0.3402, atom 12 (O): -0.2067, atom 13 (O): -0.3074, atom 14 (C): -0.2425, atom 15 (C): -0.6816, atom 16 (C): -0.2108, atom 17 (I): 0.8637, atom 18 (O): -0.2590, atom 19 (C): -0.8689, atom 20 (I): 0.9614, atom 21 (C): -0.7766, atom 22 (C): -0.1968, atom 23 (I): 0.9389, atom 24 (H): 0.0851, atom 25 (H): 0.0192, atom 26 (H): 0.0887, atom 27 (H): 0.0893, atom 28 (H): 0.0836, atom 29 (H): 0.0894, atom 30 (H): 0.1115, atom 31 (H): 0.1253, atom 32 (H): 0.1060, atom 33 (H): 0.1154, atom 34 (H): 0.1105, atom 35 (H): 0.1177, atom 36 (H): 0.1016, atom 37 (H): 0.1166, atom 38 (H): 0.1289, atom 39 (H): 0.1124, atom 40 (H): 0.0706, atom 41 (H): 0.0459, atom 42 (H): 0.0848, atom 43 (H): 0.0458, atom 44 (H): 0.0855, atom 45 (H): 0.0494, atom 46 (H): 0.0401, atom 47 (N): 0.0513, atom 48 (C): -0.1451, atom 49 (C): -0.0712, atom 50 (C): -0.0796, atom 51 (C): -0.0697, atom 52 (C): -0.1408, atom 53 (H): 0.1049, atom 54 (H): 0.1014, atom 55 (H): 0.1055, atom 56 (H): 0.1018, atom 57 (H): 0.1066

***

2 unconnected molecules or ions with the total composition C2H5NO. Source: the Open Molecules 2025 dataset; level of theory: ωB97M-V/def2-TZVPD.

Results
- HOMO energy: -10.10 eV
- ΔE to the lowest compared entry with this formula, charge and spin: 110.6 kcal per mole
- SMILES string: C#C.NO
- Orbital gap: 10.926 eV

Positions of all 9 atoms, in Å:
C1 0.623 1.886 0.564
C2 0.983 2.640 -0.295
H1 0.006 -2.270 -1.121
H2 -1.628 -2.547 0.321
H3 -0.186 -2.240 1.094
H4 0.338 1.208 1.318
H5 1.243 3.328 -1.044
N1 -0.930 -1.844 0.512
O1 -0.362 -1.466 -0.720

Löwdin charges in e: atom 1 (C): -0.0045, atom 2 (C): -0.0057, atom 3 (H): 0.0794, atom 4 (H): 0.0635, atom 5 (H): 0.0746, atom 6 (H): 0.0067, atom 7 (H): 0.0024, atom 8 (N): -0.0648, atom 9 (O): -0.1515

***

Result set for lowest unoccupied orbital energy: -1.71, 0.03, 0.82 eV, one per record in the order listed.